(1)
Formula: C3H9N4
Source: OMol25
Level of theory: ωB97M-V/def2-TZVPD

Element x y z (Å)
C  -3.45559  0.37018  -0.06739
N  -2.18486  0.14554  -0.17095
N  -1.11071  0.20028  0.39119
N  0.02432  -0.40665  0.25253
N  0.32580  -1.61153  -0.25210
C  1.20968  0.30747  0.75101
C  2.23271  0.72034  -0.33948
H  -3.99415  -0.01722  0.91879
H  -4.03916  0.85311  -0.80349
H  1.13339  -1.64421  -0.75595
H  -0.43303  -2.17241  -0.70073
H  1.06685  1.22327  1.21449
H  1.80597  -0.52907  1.34672
H  1.87713  1.42539  -0.98675
H  2.94736  1.14574  0.27625
H  2.59431  -0.01021  -1.07414

The value obtained for the HOMO energy (spin up / spin down) is -13.675 / -13.676 eV. For the energy above the lowest of the compared OMol25 structures with the same formula, charge and spin, the calculation gives 147.45 kcal per mole. The value obtained for the largest force on an atom is 5.05 eV/A. Its LUMO energy (spin up / spin down) is -0.182 / -0.182 Eh. As for the total energy: -9205.2275 eV. The total charge is +1. The HOMO-LUMO gap (spin up / spin down) comes out at 8.713 / 8.714 eV. As for the SMILES: C=N/N=[N+](\N)CC.

***

(2)
Formula: C2H14NO4S
Source: OMol25
Level of theory: ωB97M-V/def2-TZVPD

Element x y z (Å)
C  -1.46803  0.15144  0.99397
C  -1.41170  -1.32284  0.45799
S  0.26583  -2.11967  0.52855
N  -0.19985  0.91329  0.73754
H  -1.67344  0.28949  2.05257
H  -2.22926  0.78427  0.42370
H  -1.54536  -1.19232  -0.59555
H  -2.18129  -1.96943  0.82024
H  0.24962  0.80056  -0.17130
H  0.55181  0.43844  1.25111
H  3.49203  -0.75316  0.39634
H  2.77219  -1.53153  -0.66683
O  3.50435  -0.91371  -0.54984
H  0.21383  -1.14008  -1.67848
H  1.22776  -0.29865  -2.41258
O  0.40583  -0.20604  -1.91969
H  -2.08482  1.30468  -2.20280
H  -1.98592  -0.19448  -2.08317
O  -2.37729  0.56946  -1.65452
H  0.84025  2.53339  2.27573
H  1.85577  1.53032  1.73663
O  1.77767  2.32658  2.26037

The value obtained for the HOMO energy is -3.168 eV. For the energy above the lowest of the compared OMol25 structures with the same formula, charge and spin, the calculation gives 33.38 kcal per mole. The value obtained for the largest force on an atom is 2.01 eV/A. Its LUMO energy is 0.122 Eh. As for the total energy: -22817.1544 eV. The total charge is -1. The HOMO-LUMO gap comes out at 6.484 eV.

***

(3)
Formula: C30H48N2O18
Source: OMol25
Level of theory: ωB97M-V/def2-TZVPD

Element x y z (Å)
C  -1.58733  4.83254  -2.30758
N  -1.40544  3.93075  -3.46058
O  -0.71428  2.94403  -3.35838
O  -2.03854  4.22572  -4.42444
H  -2.58093  4.71996  -1.96452
H  -1.64173  5.81524  -2.73971
H  -0.82143  4.65593  -1.53895
C  5.01644  1.61320  2.49704
N  4.23877  2.34818  1.37223
O  3.55013  3.26751  1.70276
O  4.30167  1.85871  0.26464
H  5.80546  1.08394  1.94228
H  4.25068  0.90445  2.93455
H  5.30752  2.35940  3.25843
O  -5.48643  2.65307  1.96219
C  -5.31222  1.44871  1.95458
C  -4.08602  0.81429  2.46614
C  -4.37976  -0.70913  2.17699
C  -5.61915  -0.72386  1.32112
O  -6.18593  0.60125  1.48020
H  -3.30582  1.08295  1.74455
H  -3.86649  1.09971  3.53501
H  -3.60168  -1.18743  1.58373
H  -4.54112  -1.26332  3.10410
H  -5.41470  -0.75721  0.25407
H  -6.40493  -1.40037  1.65629
O  -0.71444  2.91158  0.44619
C  -0.27446  1.79068  0.47348
C  0.88846  1.11692  -0.28183
C  1.13051  -0.14592  0.48847
C  -0.19967  -0.44714  1.14241
O  -0.77774  0.85126  1.22973
H  0.51325  0.78957  -1.30693
H  1.70125  1.79416  -0.33125
H  1.43109  -0.89613  -0.25323
H  1.90647  -0.02399  1.24539
H  -0.79657  -1.05374  0.46646
H  -0.05101  -0.88035  2.10499
O  2.64303  0.44363  3.97039
C  1.47972  0.82136  4.04931
C  0.29308  0.11064  4.75989
C  -0.95763  0.89710  4.44253
C  -0.34701  2.18883  3.91727
O  0.99830  1.89155  3.48507
H  0.25836  -0.90993  4.42763
H  0.40956  0.03517  5.79253
H  -1.52396  0.41341  3.63782
H  -1.65058  0.97077  5.26682
H  -0.84593  2.56152  3.05342
H  -0.20471  2.90423  4.71490
O  -3.04817  -1.00454  -0.92992
C  -3.41917  0.07451  -1.30205
C  -3.47564  0.72839  -2.74569
C  -4.41010  1.87809  -2.63939
C  -4.25987  2.21421  -1.13389
O  -3.87410  0.97293  -0.44423
H  -2.44532  1.08155  -2.93751
H  -3.69160  -0.00467  -3.52105
H  -4.14458  2.68630  -3.31387
H  -5.47992  1.58608  -2.74524
H  -3.51097  2.98443  -1.01886
H  -5.12514  2.54588  -0.59136
O  -1.52256  -1.55204  -4.10842
C  -1.49590  -2.38367  -3.27537
C  -0.39911  -2.69730  -2.28012
C  -0.89035  -3.94659  -1.50970
C  -2.40815  -3.95976  -1.79250
O  -2.55393  -3.23662  -3.02315
H  0.57872  -2.90037  -2.76979
H  -0.31151  -1.89972  -1.55367
H  -0.50144  -4.79112  -2.03236
H  -0.73785  -3.97549  -0.44913
H  -2.80558  -4.96405  -1.88947
H  -2.94707  -3.38356  -1.07630
O  4.31481  -1.62000  -1.64325
C  4.15726  -0.53893  -2.24463
C  5.22218  0.43361  -2.73160
C  4.40634  1.48806  -3.53308
C  3.06240  1.37242  -2.90036
O  2.97260  -0.01038  -2.53101
H  5.69184  0.98392  -1.93220
H  6.03198  -0.17107  -3.23897
H  4.85875  2.48719  -3.56476
H  4.27911  1.03420  -4.52559
H  3.01446  1.85666  -1.95074
H  2.20019  1.67197  -3.44625
O  1.60175  -2.96430  1.87267
C  2.59614  -3.38207  1.34819
C  2.79132  -4.81940  0.78923
C  4.16593  -4.64601  -0.00331
C  4.77834  -3.51289  0.79911
O  3.73469  -2.71522  1.38359
H  2.92668  -5.48064  1.64106
H  1.92002  -5.23125  0.28376
H  4.69259  -5.59906  0.15536
H  3.90942  -4.37511  -0.98862
H  5.49710  -3.86172  1.54874
H  5.26727  -2.80623  0.13750

The value obtained for the HOMO energy is -9.708 eV. For the energy above the lowest of the compared OMol25 structures with the same formula, charge and spin, the calculation gives 0.00 kcal per mole. The value obtained for the largest force on an atom is 3.64 eV/A. Its LUMO energy is 0.013 Eh. As for the total energy: -71718.8702 eV. The HOMO-LUMO gap comes out at 10.075 eV. As for the SMILES: C[N+](=O)[O-].C[N+](=O)[O-].O=C1CCCO1.O=C1CCCO1.O=C1CCCO1.O=C1CCCO1.O=C1CCCO1.O=C1CCCO1.O=C1CCCO1.